DFT (ωB97M-V/def2-TZVPD) results for a 13-piece molecular cluster, C52H101F3O38 overall.

```
194
Properties=species:S:1:pos:R:3:forces:R:3:lowdin_charge:R:1
C -1.241867 -7.727506 -5.615447 0.18 -0.21 -1.08 -0.061
C -0.560040 -7.087637 -4.421324 -1.38 0.24 0.07 -0.202
O 0.706141 -6.629482 -4.871125 -1.14 -1.30 -0.75 0.036
C 1.581893 -6.089661 -4.084285 0.60 0.74 2.96 -0.567
O 1.445067 -5.851596 -2.860509 0.69 -0.43 -3.42 0.075
O 2.637857 -5.904420 -4.894554 -0.15 0.51 0.81 -0.003
C 3.716705 -5.087014 -4.447389 0.31 0.31 -0.04 -0.034
H -2.247015 -8.119847 -5.461069 0.00 0.31 0.51 0.082
H -0.688907 -8.567381 -6.036090 0.35 -0.19 0.46 0.080
H -1.281994 -7.065754 -6.480647 -0.16 0.45 0.19 0.061
H -0.593587 -7.787380 -3.586259 0.94 -0.04 0.08 0.129
H -1.111079 -6.216689 -4.066489 -0.13 0.12 -0.09 0.119
H 4.118452 -4.604900 -5.338606 0.03 -0.20 -0.03 0.096
H 4.488858 -5.707111 -3.992041 -0.11 0.20 0.17 0.091
H 3.389953 -4.280629 -3.790827 -0.06 -0.33 0.23 0.081
C 0.458722 6.137139 -2.450688 -0.95 -1.13 -0.12 -0.049
C -0.301931 4.741389 -2.315873 1.83 2.29 0.66 -0.176
O 0.454737 3.651313 -2.889672 0.31 -1.19 0.61 0.010
C 1.407343 2.996928 -2.127022 -0.09 2.55 0.11 -0.558
O 1.748207 3.341232 -1.007395 -0.71 -0.78 -0.82 0.097
O 2.003681 2.098856 -2.892891 0.49 -1.18 -0.02 -0.008
C 3.118601 1.309857 -2.305904 -1.12 0.22 0.14 0.040
H 1.187100 6.312583 -1.658992 0.08 -0.21 -0.21 0.061
H -0.327359 6.887306 -2.364514 0.09 0.10 0.09 0.056
H 0.895185 6.230368 -3.445120 0.18 -0.05 0.10 0.074
H -1.253179 4.929906 -2.813541 0.11 -1.06 -0.21 0.120
H -0.427566 4.636256 -1.238247 -0.28 -0.64 -0.16 0.080
H 2.910399 1.174501 -1.244579 0.46 0.45 0.10 0.082
H 4.069941 1.770843 -2.571502 -0.18 0.16 0.33 0.087
H 3.110247 0.293867 -2.700621 -0.37 0.24 -0.53 0.082
C -3.270751 0.526155 -1.250633 -0.47 -0.50 0.58 -0.051
C -3.562126 1.749414 -2.063387 0.83 -0.10 -0.46 -0.226
O -4.926313 2.056491 -2.012804 -1.92 0.52 -0.03 -0.004
C -5.377250 2.935930 -2.941529 1.81 -0.64 -0.98 -0.619
O -4.722321 3.436803 -3.839094 -0.42 -0.49 1.42 0.119
O -6.652227 3.152117 -2.835038 -2.75 -0.13 0.54 0.018
C -7.506669 2.439024 -1.873348 0.64 0.28 0.49 0.005
H -2.217796 0.245153 -1.271627 0.01 0.14 -0.14 0.078
H -3.860609 -0.321366 -1.599736 0.07 -0.06 -0.19 0.088
H -3.555291 0.655676 -0.206429 0.06 0.12 0.02 0.047
H -3.360128 1.532021 -3.112216 0.66 0.45 0.02 0.134
H -3.075070 2.640310 -1.666931 0.69 -0.08 -0.37 0.124
H -7.531864 1.355159 -1.986040 0.45 0.10 -0.40 0.098
H -8.537951 2.786049 -1.937652 0.34 0.40 -0.53 0.094
H -7.147143 2.666080 -0.869717 0.00 -0.09 -0.05 0.068
C -5.009675 2.763592 1.296272 -0.71 -0.59 -0.54 -0.041
C -4.766947 3.163955 2.743541 2.05 -1.26 -0.09 -0.192
O -4.918762 4.561113 2.891139 -0.85 0.97 -0.18 0.058
C -3.982088 5.299790 3.445289 2.98 -1.33 1.47 -0.585
O -2.980892 4.897936 4.066971 -2.09 0.37 -1.20 0.071
O -4.219597 6.576535 3.229927 -0.63 -0.10 -0.56 0.019
C -3.256183 7.512970 3.637730 0.33 1.72 0.49 -0.051
H -4.208887 3.038091 0.609615 -0.06 0.83 0.32 0.063
H -5.974036 3.098943 0.914620 0.09 0.48 0.02 0.068
H -5.042643 1.699968 1.060227 -0.11 -0.41 1.03 0.075
H -3.722945 2.912155 2.929966 0.31 0.22 0.08 0.105
H -5.231194 2.616862 3.564065 -0.94 0.13 -0.47 0.119
H -3.303520 8.340351 2.929693 0.05 -0.22 -0.30 0.099
H -2.218005 7.198665 3.744935 -0.34 -0.63 -0.23 0.090
H -3.546936 7.984118 4.576663 -0.11 -0.36 0.27 0.096
C -5.631778 7.182022 -0.526173 0.33 -0.74 -0.85 -0.039
C -4.892206 5.885743 -0.991677 -1.19 1.65 0.02 -0.183
O -3.972670 5.419612 -0.022038 0.05 -0.74 0.21 0.019
C -2.753519 5.908671 0.091866 0.93 3.33 -3.56 -0.512
O -2.264187 6.801543 -0.688149 -1.36 -3.42 3.39 0.067
O -2.188975 5.284485 1.112860 -1.97 -0.48 -0.72 0.003
C -0.919746 5.569534 1.494688 2.86 0.87 1.33 -0.076
H -6.263049 7.056093 0.353446 0.17 -0.29 0.01 0.076
H -6.273851 7.376588 -1.385235 -0.25 0.39 0.10 0.075
H -4.989496 8.050174 -0.378194 0.20 -0.21 -0.08 0.075
H -4.496854 6.019573 -1.998597 0.74 0.18 0.29 0.128
H -5.666504 5.134648 -1.148000 0.22 -0.40 0.58 0.110
H -0.155829 5.453979 0.725800 -0.20 -0.13 -0.23 0.093
H -0.671232 4.936903 2.346814 -0.18 -0.37 -0.22 0.094
H -0.800969 6.568223 1.914946 -0.27 0.35 -0.32 0.100
C -2.918195 2.228011 7.350380 -0.11 0.30 0.05 -0.054
C -3.670057 1.523212 6.243645 -0.41 0.97 0.56 -0.246
O -2.866986 0.531915 5.692879 0.19 -2.41 -2.13 0.025
C -3.379903 -0.144530 4.615637 -1.00 0.22 -1.38 -0.484
O -4.487002 -0.030170 4.055587 2.71 0.10 2.05 0.091
O -2.402942 -0.961718 4.154823 0.07 0.41 1.14 -0.012
C -2.682912 -1.805365 3.066563 0.05 -1.11 -0.89 -0.054
H -3.580521 3.017219 7.706127 0.01 0.06 0.15 0.080
H -2.008040 2.718727 7.005529 0.02 -0.18 -0.12 0.079
H -2.690394 1.578360 8.195453 0.03 -0.10 -0.12 0.080
H -3.882924 2.234920 5.445997 -0.49 0.09 0.16 0.110
H -4.558093 1.059547 6.673179 -0.32 0.19 -0.30 0.133
H -2.886245 -1.238766 2.157868 -0.63 -0.17 0.16 0.095
H -3.340456 -2.641840 3.303297 -1.23 0.82 0.10 0.082
H -1.863642 -2.475398 2.805842 1.16 0.88 0.41 0.086
C -1.022366 -4.465489 -8.295539 0.62 1.66 -0.58 -0.057
C -0.863272 -3.954411 -6.852463 -0.36 -2.18 0.17 -0.247
O -0.825245 -2.584397 -6.570884 0.73 1.68 1.18 0.043
C -0.271239 -2.234252 -5.348255 0.29 0.73 -0.69 -0.512
O 0.232815 -2.971849 -4.548774 -0.07 -0.41 -0.13 0.139
O -0.329460 -0.897695 -5.210045 -1.47 -1.45 -2.67 0.004
C 0.448900 -0.130722 -4.372665 -0.09 0.95 1.98 -0.069
H -1.935384 -5.051916 -8.398526 0.55 -0.45 -0.06 0.075
H -0.050069 -4.889658 -8.546193 -0.52 -1.08 -0.10 0.075
H -1.060568 -3.727964 -9.097229 -0.44 0.65 0.34 0.073
H 0.036497 -4.478811 -6.530710 0.02 0.47 0.67 0.108
H -1.707407 -4.392668 -6.320035 0.05 0.06 0.45 0.119
H 1.501959 -0.405377 -4.311605 -0.09 -0.04 -0.31 0.096
H 0.012330 -0.125700 -3.373921 0.25 -0.53 0.43 0.093
H 0.272956 0.911838 -4.637636 0.54 -0.13 -0.61 0.100
C 4.489206 -5.088849 0.728067 1.02 0.96 1.33 -0.033
C 4.685895 -4.728568 2.260270 -0.48 0.48 -0.76 -0.151
O 4.601506 -3.289227 2.423859 0.04 2.61 -0.08 -0.023
C 5.002566 -2.484303 3.460547 1.07 -1.22 2.51 -0.487
O 5.518699 -2.874699 4.531618 -1.33 0.97 -3.23 0.079
O 4.746925 -1.168127 3.187003 -2.27 -2.60 -1.84 -0.051
C 5.308086 -0.112718 3.902537 2.09 -0.47 0.50 -0.053
H 3.663729 -4.520403 0.299647 -0.19 -0.29 0.19 0.063
H 4.373440 -6.167176 0.618883 -0.26 0.10 0.08 0.079
H 5.374227 -4.803928 0.159153 0.06 -0.01 0.00 0.051
H 5.659448 -5.025983 2.649909 -0.34 -0.48 0.14 0.123
H 3.797117 -5.110260 2.762756 0.50 -0.39 0.50 0.117
H 4.893088 0.149072 4.875853 -0.32 -0.57 -0.04 0.095
H 5.326965 0.784993 3.284592 -0.21 -0.32 -0.22 0.070
H 6.314439 -0.525611 3.972426 0.61 1.14 0.95 0.099
C 6.542115 -0.744733 0.281414 0.10 0.44 0.63 -0.039
C 6.012184 -1.745147 -0.705428 -0.83 1.38 -0.81 -0.193
O 7.132649 -2.389478 -1.285450 2.04 -0.54 0.99 0.058
C 7.051257 -3.481735 -1.964515 -3.20 -2.72 -2.71 -0.505
O 5.940550 -3.938722 -2.392701 3.94 0.87 1.44 0.047
O 8.305206 -4.014119 -2.241965 -1.58 0.73 1.18 -0.006
C 8.384803 -5.355284 -2.713507 0.00 -0.89 -1.14 -0.067
H 5.758755 -0.017633 0.495371 -0.07 0.08 -0.15 0.061
H 7.410750 -0.232844 -0.132765 -0.10 0.09 -0.10 0.090
H 6.834301 -1.111252 1.265484 0.01 -0.52 -0.16 0.077
H 5.606392 -1.176775 -1.542323 -0.42 0.11 0.00 0.127
H 5.183888 -2.345711 -0.329446 0.57 -0.63 0.07 0.109
H 7.622907 -6.057525 -2.375194 -0.38 0.60 0.24 0.093
H 9.331366 -5.844242 -2.483201 0.23 0.76 0.69 0.088
H 8.397006 -5.381145 -3.803134 -0.44 0.29 -0.12 0.091
C 0.958934 -2.979339 5.181340 0.77 0.30 -0.80 -0.057
C 0.455741 -2.111309 6.287864 -1.13 -0.14 0.57 -0.186
O 0.182958 -0.741859 5.840712 -0.98 -0.24 0.44 0.024
C 1.127007 0.164991 5.714095 0.62 -0.50 -1.24 -0.521
O 2.273324 -0.085055 6.004860 -0.25 1.70 -0.33 0.129
O 0.546663 1.273381 5.049580 0.93 -1.94 1.21 -0.026
C 1.328488 2.318128 4.519960 0.68 1.14 -0.51 -0.079
H 1.124578 -4.013975 5.481645 -0.35 0.02 0.18 0.087
H 1.938010 -2.628627 4.854979 0.12 0.11 0.00 0.073
H 0.313734 -2.924450 4.304523 -0.17 -0.17 0.09 0.073
H 1.003156 -2.284475 7.214387 0.80 1.10 -0.18 0.126
H -0.529896 -2.433244 6.623995 -0.30 0.07 -0.47 0.119
H 1.560855 3.121412 5.219136 -0.28 -0.20 0.45 0.095
H 0.767235 2.775586 3.705207 -0.50 -0.11 0.19 0.075
H 2.281428 2.109776 4.033555 0.13 -1.07 0.32 0.083
C -1.108624 1.557769 1.235665 2.01 -0.24 0.19 -0.022
C 0.298801 0.803626 1.356282 -1.73 0.08 -0.74 -0.117
O 0.174961 -0.374600 0.439297 1.75 0.11 1.12 0.001
C 1.318596 -1.076867 0.153244 3.00 2.23 -0.14 -0.503
O 2.495944 -0.874810 0.582089 -4.30 -0.80 -0.77 0.055
O 1.020786 -1.802441 -0.921832 -1.10 -1.36 0.60 -0.014
C 1.937118 -2.733760 -1.502338 1.89 0.77 -0.79 -0.030
H -1.153587 2.293027 2.039085 -0.17 -0.15 0.28 0.061
H -1.974926 0.896550 1.255895 0.29 -0.03 0.16 0.051
H -1.116176 2.163546 0.329538 -0.06 -0.26 -0.25 0.065
H 0.531191 0.520079 2.382776 -0.31 -0.53 -0.10 0.104
H 1.113661 1.457553 1.045691 -0.04 -0.12 -0.43 0.097
H 1.879280 -3.821661 -1.467360 -1.41 -0.02 1.00 0.076
H 2.929699 -2.510997 -1.110832 0.11 0.21 -0.22 0.072
H 1.888857 -2.546149 -2.574982 0.11 0.26 0.03 0.074
C -5.750294 -4.807873 2.696280 0.02 -0.56 0.00 -0.050
C -5.792797 -4.973478 1.135859 -0.04 0.61 1.86 -0.166
O -4.453120 -5.332899 0.751441 -1.58 0.15 0.29 0.027
C -3.735121 -4.403072 0.138296 -0.19 -0.90 -0.45 -0.623
O -4.116810 -3.350928 -0.289648 0.32 0.34 0.13 0.129
O -2.552678 -4.994503 0.024329 1.41 0.93 -0.82 0.025
C -1.583837 -4.344995 -0.803902 1.23 0.10 -1.15 -0.028
H -5.146657 -4.003308 3.116280 -0.02 0.61 -0.87 0.050
H -5.245054 -5.648612 3.171653 -0.28 -0.54 -0.32 0.072
H -6.718127 -4.703313 3.186668 -0.21 -0.09 -0.37 0.071
H -6.170130 -4.059191 0.677812 0.60 0.11 -0.17 0.113
H -6.479641 -5.747104 0.792552 0.32 -0.33 0.33 0.119
H -1.942451 -3.608802 -1.523286 -0.70 0.18 0.58 0.098
H -1.081037 -5.051968 -1.463817 -0.33 -0.71 0.28 0.080
H -0.737569 -3.907764 -0.274031 -0.47 0.17 0.65 0.084
C 4.207262 2.623117 1.292543 -0.24 -0.92 0.46 -0.064
C 5.197887 3.312657 0.369553 1.00 0.28 1.18 -0.195
O 4.684805 4.295379 -0.527181 -0.74 0.55 -2.90 0.011
C 5.053479 4.278545 -1.878254 2.88 -2.66 3.31 -0.315
O 5.903895 3.517875 -2.319273 -1.95 1.41 0.30 0.137
C 4.445585 5.357090 -2.707802 -2.97 1.70 -1.08 -0.466
F 3.464008 4.797901 -3.493684 1.21 0.06 0.31 0.137
F 3.740089 6.279834 -1.972393 1.60 -0.68 -0.61 0.132
F 5.334896 5.966306 -3.517219 -0.77 -0.54 1.07 0.175
H 4.266800 1.548229 1.121754 -1.30 -0.11 -0.79 0.052
H 3.232543 3.097075 1.408254 -0.19 -0.40 -0.81 0.080
H 4.515943 2.538459 2.334486 0.81 1.00 0.16 0.054
H 5.814131 2.582576 -0.155163 -0.02 0.22 -0.07 0.115
H 5.796723 3.884844 1.078143 0.64 0.15 -0.51 0.126
```
Forces are in eV/Å.

## Properties
- E_HOMO (Ha) = -0.383
- multiplicity = 1
- net charge = 0
- HOMO-LUMO gap (Eh) = 0.399